No. 1
ORCA calculation (ωB97M-V with the def2-TZVPD basis set) on a structure of composition C55H46GeHfI2N12S2 in a non-equilibrium geometry.

Positions of all 119 atoms, in Å:
Hf: -0.2389 -0.4607 0.7314
C: 4.0865 0.4201 -0.5302
C: 2.6998 0.4574 -0.4643
N: 2.0237 -0.1647 0.5136
C: 2.7657 -0.8438 1.4338
C: 4.1593 -0.9377 1.2743
N: 4.7985 -0.3146 0.3140
C: 2.0315 -1.4077 2.5601
C: 2.6259 -2.0976 3.6046
C: 1.8426 -2.5460 4.6753
C: 0.4699 -2.3048 4.6309
C: -0.0868 -1.6432 3.5399
N: 0.6952 -1.1746 2.5303
C: -1.5017 -1.3956 3.3599
C: -2.5027 -1.7438 4.2853
N: -3.7738 -1.5329 4.0623
C: -4.1185 -0.8916 2.9418
C: -3.1696 -0.4895 2.0282
N: -1.8641 -0.7732 2.1921
C: 2.4463 -3.2625 5.8040
C: 3.3838 -4.2737 5.5862
C: 3.8736 -4.9702 6.6824
N: 3.5045 -4.6886 7.9125
C: 2.6432 -3.7221 8.1437
C: 2.0730 -2.9783 7.1183
H: 4.6388 0.9697 -1.2762
H: 2.1221 0.9973 -1.2060
H: 4.7626 -1.5461 1.9331
H: 3.6901 -2.2624 3.6272
H: -0.1526 -2.6553 5.4361
H: -2.2650 -2.2091 5.2307
H: -5.1700 -0.6919 2.8022
H: -3.4370 0.0634 1.1371
H: 3.6900 -4.5505 4.5905
H: 4.5705 -5.7896 6.5723
H: 2.3836 -3.5473 9.1791
H: 1.3748 -2.1856 7.3375
S: -0.3353 -0.0702 -1.7811
C: -1.8486 1.0308 -1.4915
N: -2.7374 1.2848 -2.3896
N: -2.6906 0.9487 -3.6344
C: -3.7107 1.2268 -4.5222
C: -4.9513 1.6956 -4.0694
C: -5.9664 1.9125 -4.9781
C: -5.7515 1.6891 -6.3339
C: -4.5110 1.2502 -6.7834
C: -3.4927 1.0044 -5.8865
N: -1.9569 1.5768 -0.3182
N: -1.0694 1.4062 0.6415
C: -1.2409 2.1966 1.7737
C: -2.2681 3.1425 1.8794
C: -2.3451 3.9512 2.9956
C: -1.4024 3.8347 4.0085
C: -0.3749 2.9064 3.9019
C: -0.2877 2.0829 2.7973
H: -1.8536 0.4842 -4.0131
H: -5.0890 1.8678 -3.0137
H: -6.9380 2.2362 -4.6369
H: -6.5513 1.8512 -7.0412
H: -4.3547 1.0880 -7.8374
H: -2.5342 0.6453 -6.2321
H: -2.9635 3.2423 1.0607
H: -3.1341 4.6822 3.0676
H: -1.4452 4.4882 4.8630
H: 0.3796 2.8518 4.6690
H: 0.5517 1.3937 2.6891
I: 1.6319 3.6865 0.1852
I: 0.9208 5.9192 1.4619
C: -3.3281 -2.6139 -6.4835
C: -3.5275 -2.6394 -5.1112
C: -2.4980 -2.2966 -4.2529
C: -1.2665 -1.9007 -4.7638
C: -1.0765 -1.8565 -6.1410
C: -2.1028 -2.2226 -6.9983
Ge: 0.3130 -1.5270 -3.5994
C: 0.9595 -3.0516 -2.5050
C: 1.9875 -2.8108 -1.5983
C: 2.5293 -3.8467 -0.8620
C: 2.0552 -5.1362 -1.0404
C: 1.0496 -5.3873 -1.9575
C: 0.4964 -4.3473 -2.6862
C: 1.8854 -0.5897 -4.3563
C: 3.0800 -1.3019 -4.3989
C: 4.1930 -0.7594 -5.0157
C: 4.1108 0.4913 -5.6053
C: 2.9270 1.2113 -5.5551
C: 1.8162 0.6760 -4.9251
H: -4.1305 -2.8984 -7.1471
H: -4.4842 -2.9464 -4.7184
H: -2.6372 -2.3264 -3.1797
H: -0.1193 -1.5389 -6.5370
H: -1.9456 -2.2109 -8.0674
H: 2.3822 -1.8059 -1.5040
H: 3.3333 -3.6565 -0.1674
H: 2.4782 -5.9466 -0.4699
H: 0.7113 -6.4002 -2.1124
H: -0.2806 -4.5413 -3.4140
H: 3.1331 -2.2879 -3.9598
H: 5.1136 -1.3226 -5.0531
H: 4.9691 0.9009 -6.1138
H: 2.8640 2.1864 -6.0150
H: 0.8935 1.2401 -4.8747
C: -4.4677 -5.9194 -0.0701
C: -3.8668 -4.5766 -0.1803
C: -4.5517 -3.4525 -0.5895
C: -3.9009 -2.2098 -0.6348
N: -2.6155 -2.0834 -0.2821
C: -1.9521 -3.1863 0.0875
S: -0.3200 -3.1111 0.4908
N: -2.5649 -4.4043 0.1374
C: -4.6540 -1.0321 -1.1306
H: -5.4219 -5.9554 -0.5891
H: -4.6569 -6.1662 0.9776
H: -3.8107 -6.6903 -0.4724
H: -5.5879 -3.5346 -0.8635
H: -2.0013 -5.1924 0.4421
H: -5.6955 -1.0953 -0.8281
H: -4.6398 -1.0410 -2.2216
H: -4.2246 -0.0927 -0.8040

The charge is +3. The strongest force on any atom is 2.4 eV/Å. For the total energy, the calculation gives -171337.5061 eV. As for the HOMO-LUMO gap (alpha / beta): 4.18 / 4.89 eV. The multiplicity is 2.

Mulliken atomic charge list, values in e, 99 entries: -1.82 -1.09 -1.05 0.82 0.39 -0.33 -0.53 0.50 -0.99 -0.02 -1.18 1.27 1.05 0.03 -0.44 -0.51 -0.86 -0.70 1.16 0.01 -0.54 -0.48 -0.52 -0.47 -0.52 0.52 1.09 0.52 0.88 0.94 0.49 0.50 0.69 0.48 0.39 0.40 0.52 0.29 -0.33 -0.66 0.75 0.69 -0.36 -0.74 -0.55 -0.79 -0.28 -0.63 1.17 0.29 -0.42 -0.90 -0.73 -0.97 0.35 -0.36 0.49 0.41 0.42 0.44 0.48 0.49 0.49 0.48 0.53 0.40 0.20 -0.03 -0.71 -0.43 0.02 0.21 -0.68 -0.77 0.95 0.41 -0.72 -0.94 -0.71 -0.81 -0.34 0.68 -0.17 -0.77 -0.60 -0.75 -0.29 0.46 0.49 0.38 0.43 0.46 0.78 0.56 0.45 0.53 0.49 0.42 0.49


No. 2
ORCA calculation (ωB97M-V with the def2-TZVPD basis set) on a structure of composition C22H42CoN4OS2Sb in a non-equilibrium geometry.

Positions of all 73 atoms, in Å:
Co: -0.3593 1.5039 1.5850
C: 0.1069 -2.2689 3.5950
C: 0.2420 -0.9499 2.9189
N: -0.7670 -0.2648 2.4585
N: -2.0053 -0.7565 2.4303
C: -2.8423 -0.1674 1.6307
N: -4.1120 -0.5593 1.5505
S: -2.3211 1.0934 0.5113
C: 1.5262 -0.3099 2.7073
C: 2.7273 -0.7660 3.2537
C: 3.9008 -0.0925 2.9689
C: 3.8497 1.0499 2.1778
C: 2.6266 1.4506 1.6715
N: 1.4963 0.7784 1.8908
H: -0.9338 -2.5835 3.6030
H: 0.4476 -2.1798 4.6263
H: 0.7143 -3.0285 3.1088
H: -4.4629 -1.2672 2.1740
H: -4.7408 -0.1206 0.8966
H: 2.7348 -1.6278 3.9002
H: 4.8401 -0.4442 3.3614
H: 4.7391 1.6168 1.9563
H: 2.5425 2.3403 1.0594
C: 2.8146 0.8098 -2.0288
C: 2.3350 -0.6283 -1.9900
C: 2.9768 -1.4048 -0.8566
C: 2.5723 -1.3198 -3.3125
Sb: 0.0496 -0.5057 -1.5121
C: -0.8060 -2.6796 -1.3723
C: -2.3141 -2.6054 -1.4730
C: -0.1960 -3.5003 -2.4859
C: -0.3936 -3.1827 -0.0022
C: -0.9760 0.8647 -3.1196
C: -2.4555 0.5630 -3.0992
C: -0.6764 2.2757 -2.6613
C: -0.3710 0.5453 -4.4652
H: 3.9029 0.8289 -2.0913
H: 2.5201 1.3561 -1.1327
H: 2.4311 1.3292 -2.9050
H: 4.0595 -1.3904 -0.9834
H: 2.6644 -2.4475 -0.8665
H: 2.7474 -0.9720 0.1168
H: 3.6436 -1.3022 -3.5210
H: 2.0751 -0.8210 -4.1387
H: 2.2648 -2.3608 -3.2929
H: -2.6443 -2.3693 -2.4805
H: -2.7225 -1.8724 -0.7774
H: -2.7292 -3.5794 -1.2110
H: -0.3264 -3.0354 -3.4615
H: -0.6889 -4.4725 -2.5237
H: 0.8621 -3.6831 -2.3116
H: -0.8927 -2.6165 0.7843
H: 0.6848 -3.1290 0.1455
H: -0.6871 -4.2280 0.0971
H: -2.8722 0.6535 -2.0980
H: -2.6610 -0.4292 -3.4934
H: -2.9707 1.2808 -3.7370
H: -1.0542 2.4489 -1.6524
H: -1.1684 2.9846 -3.3261
H: 0.3905 2.4902 -2.6824
H: -0.4903 -0.5064 -4.7205
H: 0.6810 0.8141 -4.5177
H: -0.8916 1.1239 -5.2295
C: -1.2380 4.0240 4.6479
S: -1.0053 4.5459 2.9213
C: -2.7670 4.6304 2.4663
O: -0.4916 3.2789 2.2495
H: -1.7024 4.8282 5.2113
H: -0.2589 3.8086 5.0676
H: -1.8519 3.1286 4.6732
H: -3.1933 5.5011 2.9555
H: -3.2846 3.7267 2.7718
H: -2.8445 4.7540 1.3885

The value obtained for the energy above the lowest of the compared OMol25 structures with the same formula, charge and spin is 7.7 kcal/mol. The charge is +2. The strongest force on any atom is 1.9 eV/Å. For the total energy, the calculation gives -97324.0177 eV. As for the HOMO-LUMO gap (alpha / beta): 7.36 / 6.18 eV. The multiplicity is 5.

So, what does the Mulliken scheme give us? The charges, in e, come out as: 1.37 -1.81 0.57 0.76 -1.16 0.50 -0.33 -0.51 0.57 -0.48 -0.69 -0.85 -0.44 0.26 0.35 0.58 0.38 0.25 0.21 0.53 0.47 0.50 0.68 -1.61 1.50 -1.48 -1.50 0.58 1.50 -1.59 -1.66 -1.41 1.36 -1.48 -1.30 -1.64 0.50 0.20 0.31 0.54 0.29 0.19 0.51 0.27 0.27 0.35 0.28 0.50 0.32 0.51 0.35 0.10 0.26 0.56 0.25 0.31 0.53 0.12 0.50 0.27 0.32 0.31 0.51 -0.86 0.33 -0.90 -1.00 0.42 0.34 0.25 0.43 0.28 0.32


No. 3
ORCA calculation (ωB97M-V with the def2-TZVPD basis set) on the molecule C5H9NO2S in a non-equilibrium geometry.

Positions of all 18 atoms, in Å:
C: -1.2658 0.3068 -0.7913
C: 0.2129 -1.0711 0.8937
C: -1.1947 1.3493 0.2597
C: -0.3159 -0.8571 -0.5165
C: 1.2220 0.0013 0.6769
N: 2.5466 -0.2205 0.3751
O: 0.8832 2.3885 1.9273
O: 1.3061 2.4007 -0.4743
S: 0.6946 1.7313 0.6524
H: -2.3261 0.0207 -0.8182
H: -1.1870 0.7709 -1.8342
H: -0.5222 -0.8982 1.7184
H: 0.5827 -2.1124 1.0808
H: -1.7294 2.4098 -0.0607
H: -1.5036 0.8660 1.2381
H: -0.0914 -1.5608 -1.2819
H: 2.9380 0.5860 0.0483
H: 2.9539 -1.1175 0.1692

The value obtained for the energy above the lowest of the compared OMol25 structures with the same formula, charge and spin is 101.7 kcal/mol. The strongest force on any atom is 3.4 eV/Å. For the total energy, the calculation gives -21747.2517 eV. As for the HOMO-LUMO gap (alpha / beta): 7.89 / 7.89 eV.

So, what does the Mulliken scheme give us? The charges, in e, come out as: -0.46 -0.61 -0.69 -0.39 0.36 -0.46 -0.64 -0.62 0.94 0.32 0.29 0.17 0.35 0.34 0.29 0.41 0.20 0.21


No. 4
ORCA calculation (ωB97M-V with the def2-TZVPD basis set) on a structure of composition C14H10F3N3O4RuS3.

Positions of all 38 atoms, in Å:
Ru: -1.1551 -0.6951 -1.2379
O: 3.3115 -2.5255 -1.9950
C: 1.9805 -2.3997 -1.7426
O: 1.1543 -2.7202 -2.5400
C: 1.7231 -1.9511 -0.3382
C: 2.7267 -2.0903 0.6091
C: 2.4451 -1.8302 1.9407
C: 1.1570 -1.4751 2.2794
C: 0.2089 -1.3357 1.2738
N: 0.4920 -1.5190 -0.0206
C: -1.2382 -0.9936 1.6610
O: -1.4414 -0.7369 2.8454
O: -2.0756 -1.0362 0.7110
H: 3.3604 -2.8425 -2.9082
H: 3.7032 -2.4247 0.2952
H: 3.2153 -1.9317 2.6946
H: 0.8290 -1.2837 3.2910
S: -4.7495 -2.4398 -3.3432
C: -3.4162 -1.7528 -2.6837
S: -2.0210 -2.6173 -2.0551
S: -3.1231 -0.0741 -2.3596
N: -0.3968 4.2699 2.6140
C: -0.5232 3.2601 1.6751
C: 0.5977 2.6647 1.0966
C: 0.4202 1.6582 0.1725
N: -0.7810 1.2203 -0.2120
C: -1.8574 1.8198 0.3099
C: -1.7757 2.8325 1.2387
H: 0.4716 4.2726 3.1239
H: -1.1961 4.3923 3.2146
H: 1.5986 2.9702 1.3740
H: 1.2707 1.1753 -0.2920
H: -2.8143 1.4366 -0.0208
H: -2.6839 3.2617 1.6410
F: -0.4617 1.4522 -3.0569
C: -0.1040 0.1568 -2.7870
F: 1.2657 0.2938 -2.4840
F: -0.1172 -0.4616 -3.9848

The value obtained for the energy above the lowest of the compared OMol25 structures with the same formula, charge and spin is 3.0 kcal/mol. The charge is -1. The strongest force on any atom is 0.4 eV/Å. For the total energy, the calculation gives -70586.1003 eV. As for the HOMO-LUMO gap (alpha / beta): 6.48 / 6.38 eV. The multiplicity is 2.

So, what does the Mulliken scheme give us? The charges, in e, come out as: 0.72 -0.51 -0.16 -0.48 0.55 -0.58 -0.48 -0.58 0.54 0.56 0.04 -0.76 -0.57 0.36 0.51 0.43 0.56 -0.36 0.28 -0.34 -0.39 -0.59 1.19 -0.85 -0.45 0.40 -0.58 -0.82 0.22 0.23 0.30 0.37 0.38 0.30 -0.30 0.49 -0.33 -0.27


No. 5
ORCA calculation (ωB97M-V with the def2-TZVPD basis set) on the molecule C23H28N4O4S2 in a non-equilibrium geometry.

Positions of all 61 atoms, in Å:
C: 2.2719 -5.2245 -0.9226
C: 0.8686 -4.9298 -1.4441
N: 0.4630 -3.5520 -1.2530
C: 1.0315 -2.5307 -2.1052
C: 0.1143 -2.1997 -3.2800
S: 0.1055 -3.0735 0.2993
O: 1.0611 -2.1072 0.7786
O: -0.1419 -4.2395 1.0894
C: -1.4399 -2.1966 0.0407
C: -2.3846 -2.7160 -0.8250
C: -3.5514 -2.0051 -1.0661
C: -3.7643 -0.7871 -0.4452
C: -2.8192 -0.2878 0.4494
C: -3.0143 1.0006 1.0753
N: -3.7263 1.9900 0.6223
N: -3.5676 3.0169 1.4646
C: -2.7619 2.6142 2.4016
S: -2.1917 3.5122 3.7667
C: -1.5284 4.9743 2.8744
C: -0.0595 4.6557 2.6047
O: 0.8023 5.1435 3.3086
C: 0.1953 3.6736 1.5721
C: -0.6042 3.3316 0.4442
C: 0.0099 2.2968 -0.1981
C: -0.4243 1.5505 -1.4104
N: 1.1636 1.9871 0.4897
C: 2.0608 0.9379 0.1289
C: 2.7321 0.9901 -1.2155
C: 3.5305 1.2226 0.0270
C: 1.2895 2.8122 1.5595
C: 2.3734 2.6956 2.5644
O: -2.3758 1.3349 2.2205
C: -1.6482 -1.0031 0.6960
H: 3.0194 -4.6287 -1.4419
H: 2.5068 -6.2760 -1.0641
H: 2.3141 -4.9913 0.1383
H: 0.1474 -5.5376 -0.8957
H: 0.7907 -5.1587 -2.5106
H: 1.1791 -1.6446 -1.4849
H: 2.0098 -2.8499 -2.4779
H: -0.8445 -1.8307 -2.9246
H: 0.5745 -1.4365 -3.9019
H: -0.0589 -3.0845 -3.8868
H: -2.1908 -3.6610 -1.3066
H: -4.2912 -2.3984 -1.7461
H: -4.6550 -0.2098 -0.6357
H: -2.1340 5.1249 1.9862
H: -1.6115 5.8160 3.5596
H: -1.5011 3.8214 0.1190
H: 0.1443 1.8526 -2.2902
H: -1.4762 1.7526 -1.5984
H: -0.2915 0.4781 -1.2717
H: 1.7662 -0.0393 0.5035
H: 2.5371 1.8466 -1.8425
H: 2.8619 0.0673 -1.7591
H: 3.8692 2.2290 0.2146
H: 4.2139 0.4580 0.3609
H: 2.0319 3.1182 3.5064
H: 3.2517 3.2652 2.2605
H: 2.6624 1.6565 2.7068
H: -0.8953 -0.6268 1.3705

The value obtained for the energy above the lowest of the compared OMol25 structures with the same formula, charge and spin is 68.8 kcal/mol. The strongest force on any atom is 1.7 eV/Å. For the total energy, the calculation gives -60124.9503 eV. As for the HOMO-LUMO gap: 7.96 eV.

So, what does the Mulliken scheme give us? The charges, in e, come out as: -1.09 -0.67 0.35 0.32 -1.29 1.16 -0.64 -0.72 0.09 -0.56 -0.77 -0.66 0.26 0.49 -0.40 -0.46 0.43 -0.22 -0.72 0.03 -0.64 0.27 -0.43 0.41 -1.62 0.54 -0.29 -0.60 -0.74 0.67 -1.77 -0.29 -0.08 0.27 0.40 0.33 0.39 0.39 -0.66 0.46 0.24 0.40 0.36 0.48 0.44 0.55 0.40 0.48 0.64 0.47 0.37 0.12 0.40 0.37 0.18 0.27 0.26 0.47 0.27 0.36 0.55


No. 6
ORCA calculation (ωB97M-V with the def2-TZVPD basis set) on the molecule C6H9N.

Positions of all 16 atoms, in Å:
C: 1.5625 -0.6369 0.9487
C: 0.4552 -0.1890 0.0357
C: 0.5419 0.8033 -1.0940
C: -0.2878 1.1175 0.1141
C: -1.6319 0.3352 0.1604
N: -1.8483 -0.5755 -0.9422
C: -0.9025 -0.9536 0.0779
H: 1.2624 -0.5164 1.9982
H: 2.4831 -0.0681 0.7996
H: 1.7988 -1.6954 0.7963
H: 1.4834 1.3398 -1.1684
H: 0.0852 0.6709 -2.0750
H: -0.0491 1.9278 0.7945
H: -2.4795 0.6300 0.7687
H: -1.4376 -0.2989 -1.8283
H: -1.0359 -1.8908 0.6139

The value obtained for the energy above the lowest of the compared OMol25 structures with the same formula, charge and spin is 80.9 kcal/mol. The strongest force on any atom is 0.4 eV/Å. For the total energy, the calculation gives -7854.6513 eV. As for the HOMO-LUMO gap: 9.63 eV.

So, what does the Mulliken scheme give us? The charges, in e, come out as: -1.43 1.22 -1.23 -0.06 -0.24 -0.61 -0.57 0.30 0.34 0.37 0.27 0.16 0.40 0.39 0.26 0.42


No. 7
ORCA calculation (ωB97M-V with the def2-TZVPD basis set) on a cluster of 2 separate species, C5H5N3 in total in a non-equilibrium geometry.

Positions of all 13 atoms, in Å:
C: 2.1089 -0.2426 0.0006
C: 0.0731 -0.8384 0.0124
C: -1.2266 -1.2464 0.0127
C: -1.1589 1.0712 -0.0287
C: 0.1001 0.6463 -0.1187
H: 2.1885 1.6791 0.8739
H: 3.2696 -0.3936 -0.2152
H: -1.6752 -2.1919 -0.2057
H: -2.9243 -0.1895 -0.1383
H: -1.6005 2.1250 0.2540
N: 1.4627 0.9307 -0.2897
N: 1.3381 -1.3165 -0.0458
N: -1.9555 -0.0336 -0.1116

The value obtained for the energy above the lowest of the compared OMol25 structures with the same formula, charge and spin is 83.6 kcal/mol. The strongest force on any atom is 6.5 eV/Å. For the total energy, the calculation gives -9731.8630 eV. As for the HOMO-LUMO gap: 7.59 eV.

So, what does the Mulliken scheme give us? The charges, in e, come out as: -0.05 0.64 -0.80 -0.66 0.44 0.32 0.32 0.35 0.17 0.28 -0.47 -0.59 0.04


No. 8
ORCA calculation (ωB97M-V with the def2-TZVPD basis set) on a cluster of 2 separate species, C3H6BrI in total in a non-equilibrium geometry.

Positions of all 11 atoms, in Å:
C: -2.0969 -0.5553 0.1231
C: -1.0134 0.2746 -0.5150
C: 0.0206 0.7239 0.2137
Br: 1.6653 1.2909 -0.4841
H: -1.9533 -0.3513 1.1932
H: -3.0980 -0.2959 -0.1377
H: -1.8487 -1.5767 0.0081
H: -0.8075 0.1970 -1.5368
H: -0.0684 0.9100 1.3490
I: 5.0132 -0.8871 -0.4031
H: 4.1870 0.2698 0.1897

The value obtained for the energy above the lowest of the compared OMol25 structures with the same formula, charge and spin is 32.9 kcal/mol. The strongest force on any atom is 2.6 eV/Å. For the total energy, the calculation gives -81350.1497 eV. As for the HOMO-LUMO gap: 10.02 eV.

So, what does the Mulliken scheme give us? The charges, in e, come out as: -0.97 0.07 -0.40 -0.17 0.28 0.32 0.26 0.35 0.26 -0.04 0.03